[1]
121
Properties=species:S:1:pos:R:3:forces:R:3:mulliken_charge:R:1 method="wB97M-V/def2-TZVPD" homo_energy_ev=-4.15 total_charge=-1 orbital_gap_ev=5.62
C -1.266 -0.631 -1.425 1.649 0.150 0.545 -0.31
C -0.020 -0.308 -0.831 -2.056 -1.483 -1.136 0.19
C 1.217 -1.234 -1.197 1.343 0.634 -0.521 -1.40
C 1.531 -2.364 -0.101 -4.154 -1.825 -0.405 -0.33
N 2.193 -3.549 -0.661 1.408 2.276 -0.582 0.53
C 3.083 -3.380 -1.793 1.020 -1.998 -1.396 -0.35
C 2.415 -3.817 -3.206 0.190 0.875 0.248 -1.00
O 0.173 -2.877 0.051 0.524 1.496 0.595 -0.40
B -0.146 -3.352 1.430 -0.081 -1.274 -1.881 0.60
C -1.752 -3.259 1.754 -0.879 0.862 0.431 0.67
C -2.140 -2.601 3.156 -1.092 -0.737 -0.153 -0.15
C -3.417 -1.676 2.968 0.541 0.056 -0.252 -1.33
C -3.151 -0.368 2.107 -0.929 -0.470 -0.102 1.54
C -4.530 0.009 1.373 0.635 0.713 1.182 -0.71
C -4.630 1.542 0.979 -0.045 0.191 -1.052 -0.77
C -3.336 2.117 0.242 -0.192 -0.801 -0.771 0.60
C -3.672 2.916 -1.103 1.723 0.550 0.251 0.09
C -2.366 3.021 -2.033 -0.198 -0.254 -0.040 -0.76
C 0.123 -5.012 1.307 1.573 0.230 0.919 -0.97
O -0.177 -5.370 -0.082 -1.071 -1.506 1.113 -0.17
C -1.235 -6.311 -0.162 -0.446 -0.387 -0.991 -0.16
C -1.465 -6.683 -1.708 0.332 -0.175 2.502 -0.78
O -1.978 -5.499 -2.337 -0.663 -1.780 -0.442 -0.22
C -3.360 -5.608 -2.683 -0.971 1.718 -0.619 -0.30
C -4.327 -4.820 -1.668 -0.581 -0.306 -0.548 -0.54
O 0.812 -2.549 2.203 0.527 0.822 -0.093 -0.15
C 1.900 -1.987 1.423 -0.924 -1.376 2.905 1.85
C 3.121 -2.765 2.157 2.752 -0.385 -1.133 -1.16
Br 2.734 -3.878 3.769 -0.041 1.124 -1.273 -0.17
C 4.448 -2.739 1.749 -2.247 0.172 0.006 0.22
C 4.933 -1.899 0.520 1.129 0.064 1.397 -0.59
Br 5.813 -3.808 2.735 -0.697 1.118 -1.140 -0.25
C 1.931 -0.518 2.017 -0.931 -0.055 1.289 -1.98
I 2.963 1.036 0.917 0.149 -0.089 0.103 0.00
C 0.497 0.068 2.452 0.494 0.847 0.306 2.14
C 0.368 -0.004 4.033 0.468 -0.002 -0.308 -1.16
H -1.352 -0.828 -2.538 0.415 -1.069 1.545 0.27
H -2.214 -0.773 -0.829 0.890 1.441 -0.784 -0.40
H -0.013 0.605 -0.177 0.272 -1.778 0.433 0.68
H 2.168 -0.672 -1.445 -1.057 -0.638 0.607 0.33
H 0.936 -1.760 -2.168 0.229 0.327 1.433 0.49
H 2.442 -4.262 0.016 -0.022 0.378 -0.171 0.49
H 3.955 -4.109 -1.667 -0.909 1.028 -0.008 0.49
H 3.551 -2.374 -1.971 -0.582 -0.757 0.588 0.08
H 1.400 -4.276 -3.037 1.173 0.320 -0.139 0.12
H 2.283 -2.870 -3.808 -0.051 -1.021 0.381 0.20
H 3.111 -4.487 -3.798 -0.901 0.600 0.710 0.35
H -2.253 -4.281 1.736 0.640 1.200 -0.089 0.28
H -2.233 -2.678 0.895 0.442 -0.481 1.015 -0.72
H -1.279 -2.109 3.687 -0.884 -0.224 -0.769 -0.34
H -2.472 -3.462 3.831 0.489 1.104 -0.618 0.44
H -3.869 -1.361 3.957 0.370 -0.377 -0.979 0.34
H -4.180 -2.304 2.398 0.827 0.723 0.806 0.36
H -2.365 -0.571 1.326 -0.692 0.247 0.898 -1.32
H -2.807 0.476 2.781 -0.338 -0.844 -0.815 0.31
H -5.345 -0.217 2.134 0.748 0.199 -1.084 0.37
H -4.673 -0.664 0.475 0.150 0.770 0.908 0.12
H -5.483 1.623 0.226 0.850 0.056 1.009 0.31
H -4.871 2.234 1.836 0.107 -1.014 -0.610 0.24
H -2.719 1.224 -0.080 -0.520 0.988 0.363 -0.51
H -2.678 2.722 0.941 -0.832 -0.564 -0.863 0.03
H -3.923 3.987 -0.826 -0.257 -1.219 -0.420 0.30
H -4.476 2.428 -1.717 0.686 0.551 0.968 -0.31
H -2.603 3.510 -3.034 0.220 -0.488 1.251 0.34
H -1.955 1.987 -2.265 -0.464 1.161 0.345 -0.01
H -1.535 3.615 -1.540 -0.987 -0.681 -0.500 0.28
H -0.471 -5.621 2.051 0.477 0.332 -0.848 0.34
H 1.229 -5.231 1.535 -1.200 -0.196 -0.539 -0.14
H -1.057 -7.242 0.471 0.066 0.801 -0.745 0.33
H -2.244 -5.900 0.183 1.175 -0.198 -0.239 0.03
H -0.496 -7.061 -2.141 -0.910 0.789 0.083 0.32
H -2.193 -7.553 -1.692 0.549 1.025 -0.363 0.37
H -3.727 -6.660 -2.860 0.594 0.878 0.408 0.28
H -3.481 -5.066 -3.679 0.297 -0.706 1.098 0.23
H -5.121 -4.260 -2.267 0.979 -0.731 0.615 0.28
H -3.780 -4.033 -1.075 -0.369 -1.100 -0.491 -0.12
H -4.912 -5.541 -1.013 0.949 0.953 -0.442 0.30
H 5.461 -0.980 0.942 -0.611 -1.094 -0.560 0.29
H 4.101 -1.510 -0.123 0.775 -0.763 0.672 -0.12
H 5.727 -2.481 -0.030 -1.091 0.543 0.270 0.41
H 2.496 -0.601 3.003 -0.470 0.182 -1.493 0.89
H 0.505 1.180 2.200 -0.087 -1.363 0.263 0.50
H -0.366 -0.371 1.888 1.039 0.064 0.751 -1.41
H -0.582 0.513 4.356 0.874 -0.666 -0.181 0.20
H 1.239 0.570 4.490 -1.210 -0.910 -0.729 0.10
H 0.432 -1.056 4.442 -0.284 1.098 -0.651 0.05
C 1.981 2.308 -3.474 -0.101 -0.162 0.096 0.21
Cl 3.296 3.004 -2.513 0.005 0.001 -0.078 -0.18
Cl 1.139 1.041 -2.561 0.284 1.779 -1.326 0.11
Cl 0.848 3.574 -3.980 0.091 -0.004 -0.060 -0.13
H 2.411 1.861 -4.364 0.001 0.180 0.142 -0.03
C -0.183 3.616 5.224 0.055 -0.181 -0.112 0.19
Cl -1.353 2.994 6.397 0.042 0.069 -0.022 -0.15
Cl 1.372 2.794 5.401 -0.117 0.606 0.156 -0.07
Cl -0.802 3.437 3.577 0.019 0.087 0.105 -0.06
H -0.034 4.673 5.418 -0.023 -0.171 -0.034 0.07
C -5.451 -0.060 -4.020 0.143 -0.087 0.119 -0.14
Cl -4.448 -1.068 -2.970 -0.134 0.084 -0.119 0.01
Cl -6.285 1.183 -3.077 -0.144 -0.152 -0.158 -0.14
Cl -4.472 0.679 -5.294 -0.078 -0.041 0.045 -0.13
H -6.200 -0.693 -4.488 0.104 0.114 0.061 0.37
C 2.783 2.795 -7.717 -0.048 0.077 0.074 -0.02
Cl 4.101 3.470 -6.750 -0.065 -0.055 -0.058 -0.12
Cl 1.944 1.525 -6.819 0.030 -0.045 -0.289 -0.08
Cl 1.652 4.066 -8.199 0.078 -0.082 -0.009 -0.09
H 3.207 2.356 -8.615 -0.063 0.058 0.141 0.34
C 3.476 6.319 6.634 0.161 -0.186 -0.120 0.14
Cl 3.997 4.646 6.874 0.014 0.242 0.069 -0.12
Cl 4.302 7.033 5.244 -0.118 -0.104 0.153 -0.10
Cl 1.721 6.407 6.426 0.057 0.122 0.101 -0.13
H 3.742 6.889 7.519 -0.058 -0.060 -0.136 0.20
C 1.685 8.499 -8.162 -0.002 -0.114 0.073 -0.01
Cl 0.577 7.819 -6.963 0.100 0.082 -0.093 -0.09
Cl 3.265 7.711 -8.068 -0.100 0.096 0.001 -0.10
Cl 1.010 8.346 -9.790 0.036 0.052 0.071 -0.13
H 1.816 9.555 -7.945 -0.023 -0.158 -0.045 0.33
C 6.795 10.075 6.557 0.008 -0.117 -0.120 0.02
Cl 5.621 9.461 7.730 0.056 0.105 0.005 -0.11
Cl 8.341 9.233 6.726 -0.101 0.096 0.007 -0.12
Cl 6.175 9.913 4.909 0.111 0.162 0.124 -0.11
H 6.957 11.130 6.758 -0.038 -0.162 -0.013 0.32



[2]
99
Properties=species:S:1:pos:R:3:forces:R:3:mulliken_charge:R:1 method="wB97M-V/def2-TZVPD" s2=3.9858 multiplicity=4 homo_energy_ev="-8.02 / -7.84" total_charge=0 orbital_gap_ev="7.18 / 6.00"
O 0.321 -2.108 -2.690 0.626 -0.839 -0.210 0.23
O -2.060 -2.271 -4.668 -0.602 0.268 -0.281 -0.33
C 1.632 -2.547 -3.109 -0.618 0.269 -0.178 -0.51
C 2.506 -3.039 -1.977 0.079 -0.065 0.214 -1.25
H 2.094 -1.688 -3.604 -0.176 -0.125 0.099 0.32
H 1.511 -3.340 -3.863 0.138 0.194 0.073 0.53
H 2.518 -2.337 -1.133 -0.026 -0.198 -0.252 0.10
H 3.531 -3.149 -2.335 -0.026 -0.085 0.007 0.43
H 2.156 -4.014 -1.623 0.182 0.111 0.083 0.31
C -0.419 -3.171 -2.058 0.296 0.648 0.140 -0.29
C -0.555 -4.429 -2.883 -0.087 -0.373 -0.138 -1.64
H -1.399 -2.728 -1.852 0.120 -0.109 0.036 0.18
H 0.071 -3.402 -1.097 -0.306 0.027 -0.088 0.62
H -0.953 -4.214 -3.882 0.167 -0.005 0.230 0.22
H -1.260 -5.104 -2.380 0.128 0.094 -0.055 0.45
H 0.399 -4.967 -2.965 -0.244 0.089 -0.036 0.41
C -3.204 -1.777 -3.986 0.185 -0.048 0.109 0.21
C -1.385 -1.275 -5.414 0.195 0.120 0.169 0.42
C -3.977 -2.962 -3.450 -0.130 -0.118 -0.088 -1.27
H -3.848 -1.203 -4.676 0.248 -0.042 0.142 0.50
H -2.896 -1.104 -3.164 -0.075 -0.118 -0.249 -0.13
H -4.421 -3.522 -4.281 0.098 0.027 0.168 0.34
H -4.784 -2.618 -2.800 0.021 -0.058 0.006 0.38
H -3.330 -3.642 -2.886 -0.094 0.166 -0.056 0.20
C -0.497 -1.946 -6.435 0.038 -0.119 0.009 -1.34
H -0.782 -0.667 -4.720 -0.166 -0.088 -0.260 -0.41
H -2.104 -0.612 -5.927 0.048 -0.167 0.185 0.51
H 0.270 -2.554 -5.940 -0.138 0.095 -0.115 0.19
H -0.006 -1.178 -7.037 0.067 -0.090 -0.022 0.40
H -1.087 -2.589 -7.099 0.130 0.119 0.136 0.36
H 0.921 -0.399 1.976 -0.457 -2.584 1.142 0.37
N 1.598 1.571 2.006 0.083 2.153 0.518 2.56
C 1.432 2.805 2.489 0.802 -1.610 -0.549 1.26
C 0.246 3.535 2.305 -0.685 0.532 -0.135 -2.00
C -1.030 3.022 2.052 0.121 -0.605 0.347 0.86
C 2.554 3.433 3.267 -0.043 0.738 0.251 -1.66
H 3.491 3.487 2.701 -0.223 -0.179 0.142 0.24
H 2.752 2.899 4.209 -0.092 -0.010 -0.357 0.21
H 2.262 4.457 3.526 0.167 -0.185 0.030 0.56
C -2.212 3.947 2.159 -0.127 0.460 0.104 -1.80
H -2.656 3.936 3.169 0.146 -0.113 -0.352 0.21
H -2.996 3.691 1.434 0.211 -0.050 0.240 0.26
H -1.883 4.975 1.962 -0.098 -0.214 0.072 0.52
N -1.257 1.710 1.804 -0.582 1.378 0.159 1.80
C 2.799 0.840 2.283 0.715 -0.263 0.150 -0.99
C 3.922 0.913 1.426 -0.470 -0.598 0.221 0.70
C 4.059 1.979 0.388 0.175 0.243 -0.529 -1.03
C 4.871 -0.112 1.486 -0.080 0.214 0.345 -0.63
H 5.698 -0.104 0.773 -0.191 -0.016 0.222 0.43
C 4.774 -1.119 2.445 -0.043 -0.074 0.080 -1.04
H 5.501 -1.928 2.457 -0.114 0.172 0.015 0.40
C 3.764 -1.078 3.403 0.278 0.267 -0.204 -0.84
H 3.706 -1.819 4.201 0.085 0.153 -0.223 0.52
C 2.794 -0.075 3.354 -0.091 0.025 -0.432 0.91
C 1.708 -0.041 4.379 -0.239 -0.191 0.573 -1.50
C -2.464 1.096 2.229 -0.660 0.181 -0.086 -1.15
C -3.387 0.603 1.281 0.233 0.244 0.498 1.10
C -3.167 0.783 -0.187 -0.091 -0.028 -0.376 -0.58
C -4.555 -0.017 1.719 0.085 0.070 0.141 -1.04
H -5.258 -0.386 0.969 0.159 0.083 0.291 0.43
C -4.838 -0.131 3.077 0.030 -0.023 0.349 -0.98
H -5.765 -0.606 3.401 0.260 0.123 -0.056 0.40
C -3.939 0.366 4.017 -0.467 -0.127 -0.248 -0.67
H -4.154 0.290 5.086 0.029 -0.047 -0.301 0.47
C -2.742 0.975 3.621 0.162 -0.275 -0.183 1.56
C -1.825 1.430 4.673 -1.144 2.569 -2.170 -0.37
Co 0.090 0.642 1.092 0.863 0.792 -0.810 -1.66
H 3.547 1.711 -0.551 0.106 0.198 0.429 -0.34
H 5.121 2.105 0.136 -0.244 -0.002 0.048 0.57
H 3.684 2.951 0.727 -0.002 -0.259 -0.178 0.17
H 1.247 0.950 4.456 0.039 -0.247 -0.018 0.05
H 2.096 -0.311 5.367 0.013 0.071 -0.153 0.61
H 0.919 -0.771 4.138 0.257 0.362 0.227 0.25
H -4.095 0.547 -0.723 0.206 0.067 0.048 0.52
H -2.390 0.118 -0.591 -0.088 0.180 0.240 -0.30
H -2.892 1.816 -0.435 0.034 -0.225 0.068 0.27
H -1.437 0.448 5.427 0.610 -1.182 1.117 0.14
H -2.323 2.098 5.384 0.182 -0.529 0.352 0.61
H -0.911 1.893 4.306 0.177 -0.328 0.167 0.01
H 0.317 4.606 2.493 -0.131 -0.291 0.016 0.39
C 1.277 -0.249 -0.209 -0.834 -0.021 -0.304 1.10
Si 0.999 1.060 -1.549 0.308 0.132 -0.870 0.52
H 2.311 -0.428 0.127 -0.456 0.301 -0.059 0.09
H 0.784 -1.217 -0.405 0.338 0.657 -0.259 -0.03
C 2.477 0.921 -2.728 0.030 0.016 -0.304 -1.86
C 0.923 2.909 -1.101 0.077 0.001 0.598 -1.09
C -0.632 0.858 -2.467 -0.233 -0.140 0.017 -0.21
H -1.042 -0.149 -2.344 0.107 0.175 -0.131 -0.78
H -0.497 1.033 -3.542 0.058 -0.010 0.234 0.54
H -1.373 1.588 -2.113 0.232 -0.176 -0.092 0.42
H 3.338 0.412 -2.274 -0.200 0.073 -0.156 0.41
H 2.796 1.926 -3.048 -0.044 -0.313 0.047 0.45
H 2.182 0.359 -3.627 0.143 0.191 0.224 0.44
H 1.623 3.217 -0.313 -0.163 -0.009 -0.201 0.20
H -0.087 3.202 -0.780 0.228 -0.042 -0.013 0.16
H 1.164 3.493 -2.003 -0.109 -0.285 0.153 0.53
S -0.348 -1.132 2.086 0.576 -0.942 0.106 -0.66
C -1.005 -0.331 6.316 0.248 -0.774 0.560 -0.45
N -0.630 -1.051 7.143 -0.246 0.568 -0.569 -0.69



Taking the records one at a time from the top gives energy above the lowest of the compared OMol25 structures with the same formula, charge and spin values of 3.686 3.430 eV.